1.
An isolated ion of composition C3H9N2 and charge +1 in a non-equilibrium geometry. Source: the OMol25 dataset; level of theory: ωB97M-V with the def2-TZVPD basis set.

Output
Frontier orbital gap, eV: 9.54
Total charge: +1
SMILES string: C/C(N)=C/[NH3+]

Positions of all 14 atoms, in Å:
1 C -1.81 -0.50 0.39
2 C -0.48 0.07 0.21
3 N 0.09 0.71 1.30
4 C 0.24 -0.34 -0.87
5 N 1.66 0.01 -1.06
6 H -2.28 -0.82 -0.53
7 H -2.44 0.29 0.82
8 H -1.80 -1.26 1.17
9 H -0.42 0.47 2.14
10 H 1.10 0.76 1.41
11 H -0.28 -0.66 -1.76
12 H 1.86 1.01 -0.94
13 H 2.00 -0.24 -1.99
14 H 2.16 -0.49 -0.32



2.
A 9-piece molecular cluster, C37H76Cl11N4O8 overall in a non-equilibrium geometry. Source: the OMol25 dataset; level of theory: ωB97M-V with the def2-TZVPD basis set.

Output
Frontier orbital gap (alpha / beta), eV: 7.91 / 9.04
2S+1: 4

Positions of all 136 atoms, in Å:
1 C 3.33 2.44 -0.77
2 C 3.40 2.68 0.72
3 C 2.16 3.31 1.37
4 O 2.42 3.42 2.76
5 C 1.26 3.77 3.49
6 N 3.46 1.29 1.35
7 H 2.77 0.59 1.08
8 H 4.38 0.86 1.25
9 H 3.33 1.34 2.36
10 H 2.55 1.79 -1.14
11 H 4.24 1.92 -1.10
12 H 3.39 3.38 -1.32
13 H 4.34 3.09 1.10
14 H 1.27 2.69 1.21
15 H 2.02 4.28 0.89
16 H 0.42 3.12 3.27
17 H 0.98 4.82 3.36
18 H 1.43 3.45 4.52
19 Cl 0.10 -0.89 0.73
20 O 1.04 -0.73 -0.31
21 O 0.61 -0.29 1.95
22 O -1.06 -0.11 0.41
23 O -0.30 -2.26 1.03
24 C 6.64 -1.96 -4.56
25 C 6.17 -0.95 -3.49
26 C 4.95 -0.13 -4.02
27 C 3.72 -1.03 -4.25
28 C 3.37 -1.60 -2.91
29 C 4.50 -2.38 -2.21
30 N 5.72 -1.52 -2.18
31 O 6.68 -1.92 -1.33
32 C 3.96 -2.63 -0.77
33 C 4.64 -3.79 -2.91
34 C 7.24 0.16 -3.41
35 H 5.81 -2.59 -4.87
36 H 7.49 -2.54 -4.21
37 H 7.00 -1.46 -5.46
38 H 4.62 0.64 -3.33
39 H 5.24 0.49 -4.87
40 H 3.87 -1.88 -4.93
41 H 2.87 -0.50 -4.67
42 H 2.58 -2.33 -3.10
43 H 2.93 -0.83 -2.27
44 H 3.99 -1.76 -0.10
45 H 2.97 -3.07 -0.76
46 H 4.53 -3.39 -0.23
47 H 4.17 -4.56 -2.30
48 H 4.25 -3.90 -3.93
49 H 5.71 -3.97 -2.92
50 H 7.50 0.59 -4.37
51 H 8.19 -0.21 -3.01
52 H 6.98 0.98 -2.74
53 C -4.66 -1.21 4.98
54 C -3.28 -0.47 5.01
55 C -3.51 1.03 5.26
56 C -3.74 1.53 6.64
57 C -2.65 1.02 7.58
58 C -2.49 -0.52 7.49
59 N -2.42 -0.99 6.10
60 O -1.94 -2.28 5.90
61 C -1.14 -0.78 8.23
62 C -3.56 -1.24 8.36
63 C -2.66 -0.55 3.65
64 H -5.43 -0.65 4.43
65 H -5.05 -1.46 5.96
66 H -4.61 -2.06 4.31
67 H -2.59 1.56 4.98
68 H -4.37 1.35 4.67
69 H -4.76 1.25 6.93
70 H -3.75 2.62 6.70
71 H -2.98 1.41 8.55
72 H -1.72 1.53 7.30
73 H -0.40 -0.30 7.58
74 H -1.06 -0.35 9.23
75 H -1.00 -1.85 8.38
76 H -3.72 -0.74 9.31
77 H -4.48 -1.28 7.78
78 H -3.24 -2.26 8.58
79 H -2.59 -1.55 3.22
80 H -1.66 -0.12 3.69
81 H -3.25 0.01 2.92
82 C 0.61 1.74 -3.22
83 C -0.64 1.80 -4.21
84 C -0.90 0.32 -4.54
85 C -2.23 0.06 -5.28
86 C -3.39 0.70 -4.49
87 C -3.20 2.15 -4.15
88 N -1.83 2.33 -3.55
89 O -1.59 3.57 -2.96
90 C -3.49 3.03 -5.36
91 C -4.30 2.36 -3.09
92 C -0.16 2.58 -5.44
93 H 0.28 1.35 -2.26
94 H 1.01 2.76 -3.18
95 H 1.38 1.08 -3.61
96 H -0.14 -0.11 -5.19
97 H -1.04 -0.20 -3.59
98 H -2.40 -1.02 -5.34
99 H -2.14 0.54 -6.25
100 H -3.49 0.08 -3.59
101 H -4.29 0.44 -5.05
102 H -3.19 4.08 -5.30
103 H -3.02 2.59 -6.24
104 H -4.55 3.02 -5.59
105 H -4.24 1.93 -2.09
106 H -4.43 3.42 -2.83
107 H -5.28 2.26 -3.57
108 H -0.80 2.38 -6.31
109 H 0.84 2.21 -5.70
110 H 0.01 3.65 -5.32
111 Cl -3.91 3.40 2.53
112 C -2.74 2.47 1.52
113 C -2.36 3.26 0.29
114 Cl -1.62 4.82 0.69
115 H -3.16 1.49 1.31
116 H -1.86 2.23 2.12
117 H -3.15 3.26 -0.46
118 H -1.57 2.63 -0.13
119 Cl -1.57 -3.32 -3.93
120 C -0.46 -2.91 -2.60
121 C 0.18 -4.18 -2.02
122 Cl 1.35 -4.78 -3.15
123 H -1.02 -2.40 -1.82
124 H 0.30 -2.23 -2.97
125 H -0.60 -4.91 -1.80
126 H 0.66 -3.92 -1.08
127 C -1.59 -4.66 3.33
128 Cl -3.32 -4.33 3.27
129 Cl -0.93 -5.67 1.96
130 Cl -1.15 -5.54 4.81
131 H -1.10 -3.69 3.34
132 C -4.06 -2.15 0.07
133 Cl -4.01 -1.24 -1.39
134 Cl -4.53 -3.79 -0.27
135 Cl -5.20 -1.55 1.31
136 H -3.10 -1.99 0.56